(1)
DFT (ωB97M-V/def2-TZVPD) results for an isolated molecule of C20H27N3O3S in a non-equilibrium geometry.

Its HOMO-LUMO gap is 8.5 eV. The value obtained for the largest force on an atom is 1.1 eV Å⁻¹. The calculation puts the highest occupied orbital energy at -0.31986 Ha. For the energy above the lowest of the compared OMol25 structures with the same formula, charge and spin, the calculation gives 1.191 eV. As for the SMILES: CN(C)CCNC(=O)C1CCN(S(=O)(=O)c2ccc3ccccc3c2)CC1. For the LUMO energy, the calculation gives -0.3 eV. The total charge is 0.

```
54
Properties=species:S:1:pos:R:3:forces:R:3:lowdin_charge:R:1
C -3.1210 -2.2225 -1.1684 0.110 0.003 0.067 -0.089
N -2.5767 -0.8887 -0.9929 -0.115 0.107 0.026 -0.268
C -3.0129 -0.0106 -2.0590 0.082 -0.016 0.052 -0.101
H -2.5447 0.9652 -1.9371 -0.044 0.023 -0.045 0.055
H -4.1059 0.1243 -2.0798 -0.061 0.010 -0.023 0.089
H -2.6988 -0.4311 -3.0129 -0.030 0.028 -0.098 0.083
C -2.8941 -0.3253 0.3071 0.226 -0.121 0.033 -0.194
H -2.5599 0.7170 0.3018 -0.065 0.015 0.004 0.096
C -2.1776 -1.0597 1.4465 -0.222 0.031 -0.076 -0.151
N -0.7738 -1.2235 1.1590 -0.107 0.327 0.233 0.087
C -0.2437 -2.4241 0.8350 0.620 0.107 -0.067 -0.472
O -0.8431 -3.4699 0.9765 -0.221 -0.481 -0.020 0.057
C 1.1915 -2.3693 0.3167 -0.189 0.103 0.036 -0.217
C 2.1360 -1.7711 1.3657 0.160 -0.164 -0.185 -0.116
C 3.5529 -1.6510 0.7984 -0.062 -0.036 0.742 -0.178
N 3.5818 -0.9388 -0.4541 0.398 1.060 -0.045 -0.233
S 3.8492 0.6977 -0.4279 0.141 -0.264 -0.165 0.674
O 4.8711 0.9369 0.5472 -0.268 -0.039 0.247 -0.277
O 4.0574 1.1064 -1.7852 -0.338 -0.037 -0.030 -0.278
C 2.3376 1.4836 0.1524 0.488 -0.156 -0.496 -0.256
C 1.4061 1.8957 -0.7541 0.183 0.030 -0.030 -0.011
C 0.1916 2.4646 -0.3122 -0.005 -0.041 0.347 -0.153
C -0.7928 2.9234 -1.2122 -0.177 0.121 -0.013 -0.037
C -1.9602 3.4651 -0.7495 0.164 -0.053 -0.248 -0.085
C -2.1990 3.5635 0.6308 0.066 -0.025 0.266 -0.077
C -1.2622 3.1312 1.5283 -0.188 0.087 -0.030 -0.034
C -0.0413 2.5797 1.0860 0.023 -0.024 -0.320 -0.170
C 0.9626 2.1626 1.9892 0.268 -0.156 -0.034 -0.011
C 2.1369 1.6320 1.5309 -0.137 0.172 0.371 -0.068
H 2.9331 1.3397 2.1973 0.021 -0.021 0.173 0.119
H 0.7893 2.2808 3.0488 0.016 0.007 0.111 0.120
H -1.4399 3.2123 2.5907 -0.030 0.021 0.110 0.115
H -3.1293 3.9883 0.9773 -0.066 0.031 0.062 0.107
H -2.7089 3.8202 -1.4420 -0.039 0.009 -0.085 0.109
H -0.6005 2.8432 -2.2720 -0.009 -0.007 -0.124 0.120
H 1.6132 1.7976 -1.8088 -0.023 0.006 -0.165 0.127
C 2.7127 -1.4725 -1.4731 -0.523 0.067 -0.517 -0.176
C 1.2615 -1.5823 -0.9982 0.250 -0.197 0.004 -0.116
H 0.8481 -0.5816 -0.8646 -0.048 -0.076 -0.062 0.092
H 0.6645 -2.0882 -1.7580 -0.059 0.047 -0.037 0.129
H 3.0887 -2.4635 -1.7510 0.031 0.078 -0.014 0.134
H 2.8000 -0.8116 -2.3358 -0.065 -0.235 -0.111 0.115
H 3.9690 -2.6502 0.6274 0.035 0.075 -0.003 0.134
H 4.2104 -1.1116 1.4807 0.006 -0.251 0.087 0.115
H 1.7806 -0.7855 1.6696 0.010 -0.097 0.053 0.088
H 2.1532 -2.4104 2.2497 -0.024 0.034 0.064 0.131
H 1.4934 -3.4039 0.1225 -0.117 0.040 0.044 0.153
H -0.2793 -0.3828 0.9057 0.119 -0.061 -0.047 0.117
H -2.3000 -0.4858 2.3711 -0.083 -0.100 -0.046 0.119
H -2.5869 -2.0596 1.5965 0.017 0.124 0.065 0.115
H -3.9803 -0.3326 0.5119 0.025 0.057 -0.017 0.126
H -2.6719 -2.9048 -0.4516 -0.042 -0.101 0.018 0.064
H -4.2155 -2.2465 -1.0514 -0.079 0.011 -0.021 0.091
H -2.8722 -2.5721 -2.1688 -0.022 -0.073 -0.045 0.085
```
Forces are in eV/Å.

---

(2)
DFT (ωB97M-V/def2-TZVPD) results for a structure of composition C20H27N3O4PPtS in a non-equilibrium geometry.

Its HOMO-LUMO gap (spin up / spin down) is 5.8 / 6.5 eV. The value obtained for the largest force on an atom is 1.2 eV Å⁻¹. The calculation puts the highest occupied orbital energy (spin up / spin down) at -0.22186 / -0.24712 Ha. For the energy above the lowest of the compared OMol25 structures with the same formula, charge and spin, the calculation gives 1.760 eV. For the LUMO energy (spin up / spin down), the calculation gives -0.2 / -0.2 eV. As for the spin multiplicity: 2. The total charge is 0.

```
57
Properties=species:S:1:pos:R:3:forces:R:3:lowdin_spin:R:1
Pt 0.4055 0.0514 -1.1146 0.083 -0.533 -0.607 0.667
O 2.0897 -1.9233 0.4663 0.184 -0.163 0.243 0.008
N 3.2945 -2.0991 0.0524 0.047 -0.019 -0.076 0.002
C 4.2249 -2.6240 0.8911 -0.027 0.037 0.029 0.000
C 5.5218 -2.8334 0.5050 -0.028 0.000 -0.057 0.000
C 5.8950 -2.4875 -0.7942 -0.021 0.018 0.019 0.000
C 4.9460 -1.9589 -1.6369 0.079 -0.028 -0.037 0.004
C 3.6186 -1.7671 -1.2326 0.038 0.114 -0.027 0.009
S 2.4100 -1.1312 -2.2652 -0.147 -0.055 0.135 0.082
H 3.8325 -2.8538 1.8704 0.031 0.011 -0.006 0.000
H 6.2203 -3.2639 1.2075 0.009 0.018 0.009 0.000
H 6.9129 -2.6233 -1.1330 0.001 -0.018 -0.006 0.000
H 5.1942 -1.6692 -2.6479 0.006 -0.018 -0.004 0.002
N 0.9596 1.2225 -3.1533 -0.235 -0.065 0.268 0.045
C 0.2568 2.4412 -3.2762 0.129 0.183 -0.240 0.004
C 0.6536 3.4389 -4.1296 0.086 -0.196 0.056 0.001
C -0.0673 4.6397 -4.2374 -0.149 0.101 0.050 0.001
C -1.2053 4.8219 -3.5042 0.103 -0.036 -0.034 0.001
C -1.6316 3.8198 -2.6027 0.002 0.027 -0.018 0.003
C -2.7972 3.9694 -1.8197 -0.037 -0.089 0.084 -0.003
C -3.1438 2.9741 -0.9578 0.005 0.132 -0.077 0.002
C -2.3082 1.8469 -0.8405 0.090 -0.021 -0.011 0.001
N -1.2101 1.6681 -1.5377 -0.212 0.351 -0.103 0.068
C -0.8821 2.6318 -2.4557 -0.090 0.032 0.081 0.009
H 0.5246 0.4514 -3.6493 0.007 0.042 -0.119 -0.001
H 1.9387 1.2697 -3.3998 0.037 -0.052 0.050 0.000
H 1.5319 3.2831 -4.7444 0.001 -0.004 0.002 0.000
H 0.2754 5.4014 -4.9246 -0.017 0.021 0.008 0.000
H -1.7946 5.7258 -3.5905 0.019 0.017 -0.024 0.000
H -3.3885 4.8710 -1.9218 -0.026 -0.008 0.017 0.000
H -4.0272 3.0305 -0.3371 -0.016 0.036 -0.017 0.000
H -2.5615 1.0754 -0.1315 0.058 -0.071 0.024 0.001
C -3.5579 -2.4812 1.6357 -0.028 -0.007 -0.004 0.001
C -2.8857 -1.9103 0.4074 0.000 0.088 -0.084 0.002
O -2.1656 -0.7108 0.7407 -0.124 -0.270 -0.047 0.018
P -0.5348 -0.7276 0.7568 0.468 0.697 0.794 0.038
O -0.2777 0.5429 1.7219 -0.214 0.100 0.110 0.007
C -0.9433 0.6950 2.9857 0.068 -0.023 -0.017 0.002
C -1.9041 1.8622 2.9237 0.002 -0.003 0.001 0.000
O -0.4528 -1.9315 1.8218 -0.089 -0.460 -0.508 0.021
C 0.5811 -2.6238 2.5341 -0.088 0.146 0.122 0.001
C -0.0896 -3.3291 3.6922 0.004 0.014 0.018 0.001
H -4.2013 -3.3173 1.3559 0.010 -0.012 -0.001 0.000
H -4.1757 -1.7208 2.1153 -0.009 0.007 -0.008 0.000
H -2.8166 -2.8302 2.3517 0.003 0.014 0.003 0.000
H -3.6245 -1.6294 -0.3461 0.003 0.009 0.007 0.000
H -2.2103 -2.6370 -0.0497 0.001 -0.016 0.014 0.001
H -0.1614 0.8705 3.7268 -0.016 0.006 0.009 0.000
H -1.4633 -0.2269 3.2505 -0.003 0.007 -0.005 0.000
H -1.3830 2.7721 2.6255 0.006 0.002 -0.007 0.000
H -2.3620 2.0285 3.9004 0.004 -0.001 0.007 0.000
H -2.6961 1.6617 2.2019 -0.010 -0.005 0.009 0.000
H 1.3258 -1.9045 2.8748 0.006 -0.005 -0.002 0.000
H 1.0755 -3.3133 1.8597 -0.021 -0.042 -0.010 0.000
H -0.5503 -2.6164 4.3783 -0.007 0.003 -0.010 0.000
H 0.6458 -3.9124 4.2485 0.014 0.004 0.000 0.000
H -0.8617 -4.0101 3.3322 0.011 -0.017 -0.001 0.000
```
Forces are in eV/Å.

---

(3)
DFT (ωB97M-V/def2-TZVPD) results for an isolated molecule of C20H27N3O4S in a non-equilibrium geometry.

Its HOMO-LUMO gap is 9.4 eV. The value obtained for the largest force on an atom is 1.1 eV Å⁻¹. The calculation puts the highest occupied orbital energy at -0.32258 Ha. For the energy above the lowest of the compared OMol25 structures with the same formula, charge and spin, the calculation gives 4.352 eV. As for the SMILES: C#CCN(CC=C)C(=O)c1ccc(OC2CCN(S(=O)(=O)N(C)C)CC2)cc1. For the LUMO energy, the calculation gives 0.6 eV. The total charge is 0.

```
55
Properties=species:S:1:pos:R:3:forces:R:3:lowdin_charge:R:1
C -4.5805 -1.1991 -3.1661 0.102 -0.062 0.420 0.129
C -4.4521 -1.2416 -1.9771 -0.073 -0.045 -0.389 -0.116
C -4.3511 -1.2468 -0.5258 0.192 -0.113 0.311 -0.164
N -5.0625 -0.1305 0.0622 -0.226 -0.370 -0.063 -0.052
C -4.4793 0.9811 0.5741 0.182 0.207 0.078 -0.420
O -5.1232 1.8365 1.1554 0.014 0.111 0.178 0.074
C -3.0023 1.1166 0.3918 0.142 0.201 -0.111 -0.158
C -2.4229 1.1528 -0.8694 -0.164 -0.021 0.277 -0.022
C -1.0638 1.3665 -1.0226 0.366 0.082 -0.122 -0.002
C -0.2563 1.5503 0.0958 -0.254 -0.052 0.180 -0.248
C -0.8430 1.5275 1.3643 0.158 0.001 -0.113 0.012
C -2.1974 1.3272 1.5083 -0.054 -0.045 -0.123 -0.006
H -2.6472 1.3311 2.4896 -0.036 0.032 0.102 0.123
H -0.2094 1.6847 2.2229 0.077 0.015 0.104 0.119
O 1.0839 1.7745 0.0840 -0.056 0.012 0.223 -0.022
C 1.7974 1.8124 -1.1412 0.221 0.116 -0.722 -0.321
C 3.1260 2.5235 -0.8598 -0.257 -0.286 0.282 -0.090
C 3.9789 1.6807 0.0879 0.198 0.621 0.128 -0.190
N 4.1798 0.3798 -0.4979 0.756 -0.319 0.109 -0.238
S 5.5675 -0.4683 -0.2931 -0.461 0.025 0.110 0.620
O 5.6721 -1.3755 -1.3916 -0.096 -0.262 0.061 -0.273
O 6.6206 0.4733 -0.0621 -0.047 0.133 0.214 -0.268
N 5.2786 -1.4036 1.0902 0.041 0.449 -1.001 -0.326
C 6.0203 -2.6474 1.0961 0.184 -0.336 -0.195 -0.108
H 7.0774 -2.4943 1.3399 0.024 -0.053 0.032 0.095
H 5.5739 -3.3221 1.8271 0.011 0.030 0.000 0.091
H 5.9430 -3.0782 0.1021 0.074 -0.222 0.114 0.076
C 5.4522 -0.6294 2.2984 0.038 0.297 0.251 -0.108
H 6.4882 -0.2934 2.4184 -0.035 -0.019 0.084 0.092
H 5.1647 -1.2393 3.1544 -0.056 0.023 -0.033 0.094
H 4.8076 0.2432 2.2467 -0.034 0.104 0.209 0.071
C 2.9701 -0.3694 -0.7193 -0.416 -0.418 -0.257 -0.181
C 2.0667 0.4001 -1.6826 -0.032 0.100 0.419 -0.093
H 2.5609 0.4868 -2.6499 -0.018 -0.014 -0.081 0.131
H 1.1296 -0.1436 -1.8095 0.006 0.000 -0.054 0.114
H 3.2655 -1.3283 -1.1433 -0.262 -0.034 0.012 0.119
H 2.4424 -0.5394 0.2301 0.076 -0.051 -0.066 0.134
H 4.9642 2.1229 0.2328 -0.151 0.134 0.097 0.121
H 3.4569 1.6044 1.0523 0.113 0.002 -0.028 0.122
H 2.9286 3.4955 -0.4075 -0.003 0.033 -0.039 0.126
H 3.6554 2.6655 -1.8011 0.023 0.032 -0.043 0.129
H 1.2308 2.3974 -1.8802 0.062 -0.084 0.142 0.146
H -0.6551 1.3940 -2.0203 0.076 0.001 -0.069 0.108
H -3.0371 1.0209 -1.7484 -0.037 -0.031 -0.081 0.113
C -6.5070 -0.2757 0.1294 -0.265 0.258 0.037 -0.153
C -6.9080 -1.3317 1.1136 0.125 0.149 -0.090 -0.164
C -7.6558 -2.3776 0.8159 -0.074 -0.119 0.030 0.011
H -7.9320 -3.1121 1.5530 -0.033 -0.101 0.185 0.052
H -8.0377 -2.5339 -0.1804 -0.031 0.014 -0.237 0.060
H -6.5288 -1.1849 2.1163 0.005 -0.028 0.174 0.110
H -6.8891 -0.5108 -0.8696 -0.011 0.032 0.065 0.126
H -6.8985 0.6943 0.4523 0.036 -0.166 -0.157 0.126
H -4.7933 -2.1766 -0.1438 0.164 0.121 0.002 0.128
H -3.2983 -1.2114 -0.2316 -0.212 -0.106 0.019 0.130
H -4.6713 -1.1787 -4.2113 -0.071 0.023 -0.575 0.021
```
Forces are in eV/Å.

---

(4)
DFT (ωB97M-V/def2-TZVPD) results for an isolated molecule of C20H27N5O4.

Its HOMO-LUMO gap is 8.7 eV. The value obtained for the largest force on an atom is 0.3 eV Å⁻¹. The calculation puts the highest occupied orbital energy at -0.29928 Ha. For the energy above the lowest of the compared OMol25 structures with the same formula, charge and spin, the calculation gives 1.206 eV. As for the SMILES: Cc1c/c(=N\[C@H]2CC[C@@]3(CC2)CN(C(=O)c2conc2C)CCO3)[nH]c(CO)n1. For the LUMO energy, the calculation gives 0.6 eV. The total charge is 0.

```
56
Properties=species:S:1:pos:R:3:forces:R:3:lowdin_charge:R:1
C -0.0546 4.9067 -1.4934 0.000 -0.001 0.000 -0.036
C -0.5859 3.7052 -0.7799 -0.001 0.001 0.000 -0.305
C 0.2118 2.6888 -0.3808 -0.001 -0.001 0.000 0.033
C -0.3491 1.5364 0.2953 -0.010 -0.074 -0.170 -0.327
N 0.1900 0.4671 0.7302 0.014 0.065 0.285 0.108
C 1.6361 0.3420 0.6862 0.002 0.116 -0.216 -0.373
C 2.3261 1.2712 1.6885 -0.005 -0.105 0.103 -0.134
C 3.8401 1.0807 1.6792 -0.001 0.000 -0.001 -0.105
C 4.2330 -0.3657 1.9485 -0.001 0.000 0.003 -0.454
C 3.5358 -1.2846 0.9415 0.001 0.000 -0.001 -0.107
C 2.0233 -1.1045 0.9696 0.001 0.000 0.000 -0.138
C 5.7499 -0.5227 1.8933 0.000 0.001 -0.002 -0.063
N 6.1590 -1.8324 2.3828 0.002 0.002 -0.002 -0.022
C 6.6388 -2.7507 1.4978 -0.003 -0.003 0.008 -0.399
O 6.7029 -2.5341 0.2971 0.001 0.000 -0.003 0.073
C 7.1383 -4.0469 2.0247 0.004 0.008 -0.003 -0.076
C 7.9093 -4.3330 3.0977 0.000 -0.004 0.001 -0.065
O 8.2446 -5.6208 3.1067 -0.001 0.003 0.002 -0.017
N 7.6785 -6.2358 1.9948 0.003 0.000 -0.003 0.127
C 7.0399 -5.3057 1.3474 -0.004 -0.003 0.002 -0.289
C 6.3238 -5.6133 0.0790 0.002 0.001 -0.007 -0.012
C 5.6811 -2.1033 3.7305 -0.002 -0.003 0.002 -0.110
C 4.1733 -1.8993 3.7862 0.001 -0.001 0.000 -0.167
O 3.7990 -0.6300 3.2956 0.001 0.000 -0.001 -0.076
N -1.7387 1.6424 0.4358 0.000 0.000 -0.002 0.166
C -2.4615 2.7073 0.0174 -0.003 -0.003 -0.003 -0.299
C -3.9388 2.6085 0.3062 0.001 0.000 0.001 -0.200
O -4.6170 3.7052 -0.2452 -0.001 -0.003 -0.003 -0.039
N -1.9553 3.7330 -0.5700 0.002 0.002 0.003 0.165
H 1.0220 4.8475 -1.6403 0.000 0.000 0.000 0.075
H -0.5481 5.0039 -2.4612 0.000 0.000 0.000 0.085
H -0.2943 5.8049 -0.9227 0.000 0.000 0.000 0.084
H 1.2721 2.7179 -0.5794 0.000 0.000 0.000 0.104
H 2.0136 0.5898 -0.3214 0.000 0.000 0.000 0.145
H 2.0821 2.3137 1.4782 0.000 0.000 0.000 0.104
H 1.9354 1.0468 2.6840 0.000 -0.001 0.000 0.125
H 4.2500 1.3685 0.7050 0.000 0.000 0.000 0.133
H 4.3092 1.7181 2.4326 0.000 0.000 0.001 0.126
H 3.9269 -1.0373 -0.0502 0.000 0.000 0.000 0.134
H 3.8091 -2.3279 1.1108 0.000 0.000 0.000 0.110
H 1.6225 -1.3797 1.9491 0.000 0.001 0.000 0.120
H 1.5474 -1.7550 0.2334 0.000 0.000 0.000 0.116
H 6.1159 -0.4051 0.8766 0.000 0.000 0.000 0.134
H 6.2045 0.2387 2.5354 0.000 0.000 0.000 0.141
H 8.3044 -3.7338 3.9019 0.000 -0.001 0.000 0.143
H 6.7575 -5.0418 -0.7396 0.001 0.001 0.002 0.085
H 6.3920 -6.6779 -0.1323 -0.002 0.000 0.001 0.082
H 5.2746 -5.3258 0.1524 0.000 -0.002 0.003 0.087
H 5.9187 -3.1223 4.0215 0.000 0.000 -0.001 0.114
H 6.1713 -1.4143 4.4256 0.000 0.002 -0.002 0.134
H 3.6741 -2.6995 3.2268 0.000 0.000 0.000 0.126
H 3.8279 -1.9433 4.8193 0.000 0.000 0.000 0.132
H -2.1822 0.8556 0.8880 0.000 0.000 -0.001 0.154
H -4.2973 1.6573 -0.1087 0.000 0.000 0.001 0.128
H -4.0596 2.5603 1.3964 0.000 0.001 0.000 0.130
H -5.5481 3.6280 -0.0189 0.000 0.002 0.001 0.092
```
Forces are in eV/Å.